17
Properties=species:S:1:pos:R:3 method="wB97M-V/def2-TZVPD" fmax_ha_per_bohr=0.11657 total_charge=+1 lumo_ev="-5.262 / -5.263" de_lowest_ev=6.454 e_tot_ha=-434.35890 homo_lumo_gap_ev="8.543 / 8.542" homo_energy_ev="-13.805 / -13.805"
C -1.950 -1.149 -0.449
C -2.590 -1.047 1.953
C 1.046 0.502 -0.440
C 2.820 0.438 -1.218
C -2.290 -0.145 0.692
N -0.682 -1.031 -0.677
N -1.161 0.715 0.674
N -0.211 0.077 -0.100
O -1.750 -1.331 2.751
H -2.618 -1.951 -0.734
H -3.516 -1.693 1.985
H 1.315 1.476 -0.004
H 2.986 -0.232 -2.021
H 3.380 0.129 -0.357
H 3.084 1.356 -1.535
H -3.234 0.385 0.609
H -0.881 0.831 1.610

17
Properties=species:S:1:pos:R:3 method="wB97M-V/def2-TZVPD" fmax_ha_per_bohr=0.02965 total_charge=+1 lumo_ev=-4.181 de_lowest_ev=1.752 e_tot_ha=-434.53171 homo_lumo_gap_ev=8.687 homo_energy_ev=-12.868
C 0.918 -2.030 -2.172
C -0.963 -1.380 -1.234
C 0.189 -0.354 0.800
C 0.443 2.531 2.001
C 0.170 -1.003 -0.454
N 1.304 -1.412 -1.120
N -0.469 -2.051 -2.287
N 0.573 1.690 1.061
O -2.225 -1.187 -0.951
H 1.560 -2.483 -2.899
H -0.753 -0.263 1.319
H 1.086 -0.493 1.380
H 0.934 3.501 1.998
H -0.192 2.282 2.844
H -0.992 -2.484 -3.036
H -2.845 -1.611 -1.566
H 1.178 1.942 0.279

18
Properties=species:S:1:pos:R:3 method="wB97M-V/def2-TZVPD" fmax_ha_per_bohr=0.10524 total_charge=+1 lumo_ev="-7.025 / -7.026" de_lowest_ev=9.029 e_tot_ha=-509.49972 homo_lumo_gap_ev="6.326 / 6.324" homo_energy_ev="-13.351 / -13.350"
C -0.162 -1.354 1.869
N -0.255 -1.108 0.472
O -0.474 -2.073 -0.276
C -0.114 0.192 0.097
C 1.063 0.383 -1.054
N 1.819 1.587 -1.032
O 1.620 2.576 -0.354
C -0.037 1.001 -2.091
N -0.857 2.015 -1.572
C -1.153 0.742 -1.115
H -0.961 -0.822 2.467
H 0.736 -0.773 2.089
H -0.054 -2.423 2.246
H -0.118 0.752 0.936
H 1.619 -0.449 -1.431
H -0.006 0.933 -3.154
H -0.558 2.806 -1.054
H -2.224 0.471 -1.127

21
Properties=species:S:1:pos:R:3 method="wB97M-V/def2-TZVPD" fmax_ha_per_bohr=0.09897 total_charge=+1 lumo_ev="-6.021 / -6.011" de_lowest_ev=1.915 e_tot_ha=-1704.18182 homo_lumo_gap_ev="5.924 / 5.947" homo_energy_ev="-11.945 / -11.957"
C 0.952 0.000 2.624
C -0.520 -0.537 0.806
C 1.515 0.860 0.700
C 1.709 2.134 1.449
C -1.497 -1.809 -1.602
N 1.668 0.430 3.469
N 0.595 -0.082 1.428
N -1.662 -0.960 1.402
O 2.019 2.758 4.078
O 3.855 1.564 2.862
S -1.988 -1.115 3.059
S -0.317 -0.620 -0.907
S 2.479 1.917 3.101
H 1.129 1.075 -0.366
H 2.482 0.428 0.329
H 2.414 2.718 0.926
H 0.793 2.764 1.516
H -1.447 -1.751 -2.650
H -2.572 -1.694 -1.307
H -1.451 -2.838 -1.362
H -2.379 -1.373 0.878

17
Properties=species:S:1:pos:R:3 method="wB97M-V/def2-TZVPD" fmax_ha_per_bohr=0.09049 lumo_ev=0.567 de_lowest_ev=4.135 e_tot_ha=-414.18018 homo_lumo_gap_ev=9.698 homo_energy_ev=-9.130
C 1.242 -0.600 1.284
C 0.602 0.675 0.729
C -0.931 0.703 0.416
N -1.847 -0.260 1.083
C -0.581 0.255 -0.942
C -0.648 -0.147 -2.341
N 0.598 -0.340 -2.739
N 1.512 0.098 -1.743
N 0.700 0.549 -0.793
H 0.945 -0.986 2.332
H 1.190 -1.467 0.292
H 2.364 -0.249 1.020
H 1.084 1.615 1.214
H -1.323 1.675 0.315
H -1.962 0.079 2.045
H -1.525 -1.149 0.882
H -1.418 -0.451 -3.054

17
Properties=species:S:1:pos:R:3 method="wB97M-V/def2-TZVPD" fmax_ha_per_bohr=0.06011 lumo_ev=0.837 de_lowest_ev=1.691 e_tot_ha=-414.27001 homo_lumo_gap_ev=9.749 homo_energy_ev=-8.912
H 2.071 1.489 -0.695
N 2.520 0.693 -0.238
C 1.539 -0.050 0.041
N 1.606 -1.379 0.494
C 0.062 0.292 -0.190
C -0.530 1.652 -0.237
C -0.909 0.693 0.908
C -2.084 -0.161 0.524
N -1.888 -0.898 -0.468
N -0.652 -0.691 -0.990
H 0.835 -1.906 0.979
H 2.587 -1.542 0.806
H -0.027 2.476 0.112
H -1.317 1.757 -0.990
H -0.671 0.992 1.934
H -2.964 -0.355 1.072
H -0.089 -1.544 -1.088

17
Properties=species:S:1:pos:R:3 method="wB97M-V/def2-TZVPD" fmax_ha_per_bohr=0.05655 total_charge=+2 lumo_ev="-9.663 / -9.639" de_lowest_ev=1.533 e_tot_ha=-413.56205 homo_lumo_gap_ev="7.083 / 7.161" homo_energy_ev="-16.745 / -16.800"
C -3.037 -1.007 -0.620
C 1.354 0.808 -0.709
C 1.404 -1.435 -0.087
C -0.109 -0.042 1.016
C -0.300 2.209 0.425
N -2.054 -0.486 -0.319
N 0.306 1.080 0.268
N 1.759 -0.395 -0.871
N 0.560 -1.147 0.944
H 1.628 1.507 -1.482
H 1.642 -2.488 -0.403
H -0.895 0.035 1.710
H -3.943 -1.619 -0.797
H -1.114 2.351 1.139
H 0.140 2.995 -0.129
H 2.591 -0.431 -1.529
H 0.068 -1.936 1.444

18
Properties=species:S:1:pos:R:3 method="wB97M-V/def2-TZVPD" fmax_ha_per_bohr=0.05964 lumo_ev=0.416 de_lowest_ev=1.883 e_tot_ha=-489.55974 homo_lumo_gap_ev=9.665 homo_energy_ev=-9.249
H -2.630 -2.708 -2.151
N -2.585 -2.023 -1.320
C -1.695 -1.200 -1.663
O -1.108 -1.518 -2.924
C -0.996 -0.140 -0.856
N -0.162 -0.658 0.193
C 0.567 0.160 0.837
C 1.493 -0.172 1.993
N 2.090 1.095 2.407
C 1.597 1.990 1.641
N 0.707 1.529 0.686
H -0.302 -1.004 -3.052
H -0.415 0.471 -1.576
H -1.791 0.518 -0.454
H 0.936 -0.633 2.822
H 2.269 -0.887 1.681
H 1.801 3.060 1.714
H 0.223 2.121 0.023

20
Properties=species:S:1:pos:R:3 method="wB97M-V/def2-TZVPD" fmax_ha_per_bohr=0.07882 lumo_ev="-0.629 / -0.627" de_lowest_ev=8.437 e_tot_ha=-639.73999 homo_lumo_gap_ev="7.942 / 7.944" homo_energy_ev="-8.570 / -8.571"
C -1.097 -1.726 0.818
C -1.528 -1.451 -0.552
C 0.191 -1.681 1.057
C -0.021 0.324 -1.092
C -1.017 2.450 -0.744
N -1.145 -0.527 -1.330
N 1.211 -0.420 -0.665
N 1.951 0.327 0.056
N 1.258 -1.686 1.756
O 1.618 -0.495 2.127
O 2.013 -2.688 1.902
O -0.319 1.346 -0.192
H -1.693 -2.026 1.613
H -2.359 -1.971 -0.897
H 0.347 0.816 -2.000
H -1.962 2.167 -0.968
H -0.432 2.975 -1.691
H -1.277 3.223 0.033
H 2.798 -0.158 0.250
H 1.464 1.202 0.520

22
Properties=species:S:1:pos:R:3 method="wB97M-V/def2-TZVPD" fmax_ha_per_bohr=0.07897 lumo_ev="-0.172 / -0.172" de_lowest_ev=4.412 e_tot_ha=-1113.23574 homo_lumo_gap_ev="8.085 / 8.086" homo_energy_ev="-8.257 / -8.258"
C 0.444 2.250 -0.707
C -0.218 0.969 -0.233
C -1.546 0.719 0.077
N -2.583 1.645 0.193
O -2.379 2.764 -0.353
O -3.548 1.184 0.738
S -1.888 -0.881 0.861
C -0.137 -1.200 0.566
N 0.380 -1.986 1.598
N -0.184 -2.243 -0.861
O -0.014 -1.681 -1.884
O -0.554 -3.344 -0.593
N 0.541 -0.060 0.106
C 1.999 -0.117 -0.192
H 1.233 2.361 -0.035
H -0.333 3.017 -0.720
H 1.063 1.950 -1.612
H -0.265 -2.805 1.653
H 1.407 -2.195 1.862
H 2.179 -1.138 0.017
H 2.008 0.334 -1.176
H 2.397 0.456 0.697